The following is a DFT calculation (wB97M-V/def2-TZVPD) of C11H23CdN3O6 as an isolated structure.

Geometry (Å):
O: -0.070 2.700 0.611
H: 0.194 3.442 1.172
Cd: 0.498 0.683 -0.059
N: -0.600 -0.511 -1.855
N: 1.535 -1.645 -0.863
O: -1.810 -0.063 -2.354
O: 2.826 -2.110 -0.580
C: -0.016 -1.427 -2.629
C: 1.201 -2.013 -2.103
C: -0.587 -1.899 -3.927
C: 2.065 -2.932 -2.889
H: -1.382 -1.233 -4.282
H: -1.009 -2.914 -3.816
H: 0.209 -1.951 -4.684
H: 2.771 -3.444 -2.228
H: 2.651 -2.364 -3.629
H: 1.474 -3.681 -3.442
H: -1.995 0.795 -1.897
H: 3.026 -1.832 0.328
O: -0.479 -2.487 1.160
H: -1.374 -2.632 0.784
H: 0.154 -2.561 0.410
C: 2.209 1.836 -0.893
H: 1.957 2.884 -0.711
H: 2.269 1.621 -1.973
H: 3.105 1.541 -0.333
O: -1.738 2.686 -1.076
H: -0.990 2.806 -0.272
H: -1.210 2.989 -1.856
O: 1.551 -0.073 2.078
C: 0.613 -0.316 3.197
C: -0.668 0.469 3.022
C: -1.274 1.168 4.078
C: -2.396 1.948 3.790
C: -2.895 1.985 2.490
C: -2.233 1.248 1.499
N: -1.152 0.502 1.783
H: 2.085 0.688 2.384
H: 0.380 -1.390 3.176
H: 1.103 -0.019 4.141
H: -0.823 1.094 5.057
H: -2.865 2.541 4.564
H: -3.767 2.554 2.180
H: -2.543 1.316 0.448

As for the charge: 0. The spin multiplicity is 1. The calculation puts the molecular weight at 405.73 g mol⁻¹. The value obtained for the energy relative to the best compared isomer or geometry (same formula, charge and spin) is 0.0 kJ/mol.